P | Entry from OMol25: C41H47Br2Cl2N2OP2STi as an isolated structure (ωB97M-V/def2-TZVPD).

Structure (XYZ):
```
99
Properties=species:S:1:pos:R:3:mulliken_charge:R:1
Ti 0.199 -0.387 -0.591 -1.732
C 0.730 -0.550 3.635 -1.407
C 1.938 -1.242 2.991 0.535
C 3.139 -1.114 3.926 -1.600
P 2.197 -0.563 1.235 1.696
C 4.045 -0.807 1.047 0.180
C 4.642 0.012 -0.100 -1.332
C 4.336 -2.299 0.860 -1.685
C 2.083 1.227 1.511 -0.035
C 3.135 2.027 1.953 -0.450
C 3.069 3.410 1.945 0.543
C 4.200 4.258 2.466 -1.718
C 1.925 3.984 1.390 -1.432
C 0.854 3.218 0.990 0.218
C 0.849 1.812 1.139 -0.136
N -0.258 1.010 0.921 0.791
C -1.523 1.591 0.992 -0.527
C -1.832 2.588 1.939 -0.098
C -3.074 3.185 2.006 -1.247
C -4.108 2.804 1.157 0.406
C -5.459 3.475 1.184 -1.568
C -3.856 1.746 0.297 -0.617
C -2.610 1.134 0.207 -0.511
P -2.304 -0.409 -0.697 2.152
C -3.374 -1.613 0.284 1.405
C -4.843 -1.753 -0.109 -1.773
C -3.281 -1.302 1.784 -1.805
C -3.085 -0.423 -2.397 0.865
C -4.420 0.297 -2.585 -1.944
C -2.122 0.082 -3.478 -1.468
H 0.380 -1.120 4.500 0.528
H 1.018 0.447 3.973 0.314
H -0.098 -0.428 2.939 0.018
H 1.710 -2.303 2.871 0.628
H 3.455 -0.072 4.007 0.206
H 2.849 -1.451 4.925 0.488
H 3.985 -1.722 3.605 0.366
H 4.510 -0.481 1.978 0.657
H 4.269 -0.331 -1.061 0.082
H 4.413 1.071 -0.009 0.220
H 5.730 -0.104 -0.103 0.562
H 3.976 -2.638 -0.111 0.243
H 5.412 -2.484 0.904 0.426
H 3.852 -2.905 1.630 0.380
H 4.056 1.563 2.290 0.069
H 5.054 3.639 2.745 0.351
H 4.534 4.976 1.713 0.349
H 3.889 4.824 3.347 0.322
H 1.882 5.061 1.260 0.367
H -0.002 3.696 0.535 0.650
H -1.070 2.895 2.642 0.586
H -3.249 3.961 2.745 0.302
H -5.430 4.378 1.794 0.403
H -5.764 3.758 0.175 0.351
H -6.230 2.815 1.590 0.290
H -4.671 1.378 -0.314 0.431
H -2.904 -2.582 0.100 0.040
H -5.393 -0.827 0.071 0.253
H -4.967 -2.050 -1.151 0.388
H -5.294 -2.530 0.515 0.496
H -3.957 -0.484 2.040 0.385
H -3.566 -2.182 2.367 0.475
H -2.277 -1.003 2.084 0.245
H -3.217 -1.500 -2.557 0.474
H -4.275 1.376 -2.514 0.375
H -4.797 0.078 -3.587 0.457
H -5.184 -0.005 -1.871 0.353
H -1.973 1.157 -3.389 0.214
H -1.155 -0.412 -3.418 0.000
H -2.546 -0.122 -4.465 0.590
Br -0.896 4.028 -2.719 -0.259
C 0.538 2.853 -3.144 -0.045
C 1.472 3.196 -4.108 -0.426
C 2.486 2.306 -4.410 0.184
Br 3.715 2.798 -5.788 -0.305
C 2.629 1.065 -3.762 1.084
C 3.588 0.060 -4.045 -1.497
C 3.519 -1.140 -3.332 -0.726
C 2.601 -1.317 -2.324 -1.180
N 1.699 -0.353 -1.968 1.176
C 1.690 0.785 -2.742 -0.219
C 0.607 1.638 -2.458 -0.440
O -0.259 1.213 -1.579 0.512
H 1.404 4.141 -4.627 0.452
H 4.327 0.203 -4.820 0.300
H 4.204 -1.946 -3.562 0.444
H 2.550 -2.242 -1.769 0.303
Cl -0.311 -2.421 1.063 0.404
C -0.805 -3.922 0.341 -0.220
C -1.225 -4.954 1.153 -0.687
C -1.625 -6.148 0.573 -0.696
C -1.600 -6.273 -0.809 -0.602
C -1.181 -5.221 -1.602 0.209
Cl -1.190 -5.432 -3.319 -0.239
C -0.758 -3.988 -1.062 0.338
S -0.212 -2.667 -2.019 -0.151
H -1.247 -4.825 2.228 0.473
H -1.954 -6.974 1.188 0.365
H -1.911 -7.197 -1.279 0.408
```

- LUMO energy (spin up / spin down) (eV) = 2.35 / 2.35
- HOMO energy (spin up / spin down) (eV) = -2.5 / -4.2
- net charge = -1
- orbital gap (spin up / spin down) (eV) = 4.89 / 6.59
- spin multiplicity = 3

Q | Entry from OMol25: C41H47Br2Cl2N2OP2STi as an isolated structure (ωB97M-V/def2-TZVPD).

Structure (XYZ):
```
99
Properties=species:S:1:pos:R:3:mulliken_charge:R:1
Ti -0.176 0.683 -0.230 -0.361
C -3.882 -3.124 0.974 -1.632
C -2.864 -2.006 1.191 0.626
C -3.441 -0.937 2.118 -1.518
P -2.158 -1.225 -0.348 1.054
C -3.758 -0.898 -1.284 1.083
C -3.827 0.487 -1.934 -1.756
C -4.257 -1.951 -2.273 -1.912
C -1.159 -2.632 -0.917 1.236
C -1.643 -3.813 -1.477 -0.214
C -0.923 -4.998 -1.497 0.327
C -1.449 -6.238 -2.172 -1.811
C 0.292 -4.989 -0.817 -1.136
C 0.816 -3.839 -0.269 -1.172
C 0.178 -2.574 -0.391 -1.174
N 0.706 -1.389 0.030 1.914
C 2.056 -1.318 0.386 -1.719
C 3.083 -1.990 -0.299 0.310
C 4.415 -1.785 -0.001 -1.223
C 4.815 -0.884 0.981 0.566
C 6.269 -0.631 1.281 -1.597
C 3.814 -0.197 1.649 -0.285
C 2.462 -0.391 1.373 0.169
P 1.116 0.512 2.192 1.407
C 0.868 -0.536 3.714 0.431
C 2.148 -1.166 4.266 -1.804
C -0.161 -1.628 3.452 -1.156
C 1.768 2.117 2.894 0.466
C 2.649 2.122 4.144 -1.749
C 2.383 2.968 1.778 -0.779
H -4.182 -3.539 1.941 0.459
H -3.472 -3.937 0.374 0.366
H -4.789 -2.750 0.493 0.241
H -1.978 -2.457 1.644 0.321
H -4.415 -0.598 1.754 0.493
H -2.801 -0.057 2.175 0.050
H -3.597 -1.343 3.122 0.423
H -4.461 -0.863 -0.445 0.189
H -3.357 0.501 -2.916 0.421
H -3.355 1.247 -1.313 0.234
H -4.879 0.759 -2.069 0.483
H -3.533 -2.098 -3.077 0.336
H -5.193 -1.614 -2.731 0.475
H -4.445 -2.914 -1.801 0.345
H -2.639 -3.819 -1.897 0.038
H -2.514 -6.145 -2.390 0.323
H -1.314 -7.122 -1.544 0.380
H -0.938 -6.433 -3.120 0.328
H 0.848 -5.917 -0.707 0.328
H 1.750 -3.913 0.268 0.549
H 2.829 -2.630 -1.131 0.671
H 5.169 -2.308 -0.581 0.270
H 6.908 -1.262 0.663 0.413
H 6.509 -0.839 2.327 0.320
H 6.540 0.409 1.084 0.302
H 4.097 0.526 2.405 0.240
H 0.452 0.153 4.459 0.762
H 2.489 -1.959 3.598 0.255
H 1.949 -1.612 5.246 0.513
H 2.967 -0.458 4.373 0.355
H 0.142 -2.255 2.608 0.041
H -1.130 -1.194 3.228 0.130
H -0.264 -2.269 4.333 0.470
H 0.821 2.594 3.177 0.430
H 3.649 1.731 3.950 0.191
H 2.215 1.551 4.964 0.364
H 2.770 3.153 4.489 0.530
H 3.167 2.433 1.239 0.122
H 2.818 3.879 2.199 0.554
H 1.630 3.255 1.047 -0.209
Br -4.572 2.470 1.831 -0.200
C -3.276 3.474 0.898 -0.365
C -3.499 4.837 0.678 -0.376
C -2.584 5.597 0.005 -0.047
Br -2.945 7.456 -0.237 -0.285
C -1.389 5.037 -0.511 0.844
C -0.395 5.737 -1.223 -1.056
C 0.706 5.043 -1.647 -1.272
C 0.824 3.670 -1.399 -0.551
N -0.101 2.958 -0.754 1.075
C -1.180 3.655 -0.297 -0.370
C -2.109 2.845 0.452 -0.320
O -1.796 1.615 0.615 0.884
H -4.405 5.292 1.051 0.412
H -0.506 6.795 -1.416 0.309
H 1.506 5.536 -2.184 0.492
H 1.707 3.130 -1.707 0.694
Cl -0.761 0.246 -2.764 -0.043
C 0.498 0.937 -3.776 -0.031
C 0.151 1.197 -5.088 -0.708
C 1.098 1.728 -5.948 -0.475
C 2.372 1.988 -5.465 -0.725
C 2.681 1.715 -4.144 0.216
Cl 4.298 2.089 -3.616 -0.222
C 1.763 1.166 -3.220 -0.369
S 2.187 0.819 -1.581 0.168
H -0.856 0.983 -5.421 0.447
H 0.848 1.942 -6.978 0.359
H 3.136 2.409 -6.104 0.414
```

- LUMO energy (spin up / spin down) (eV) = 2.32 / 2.32
- HOMO energy (spin up / spin down) (eV) = -3.0 / -3.9
- net charge = -1
- orbital gap (spin up / spin down) (eV) = 5.36 / 6.25
- spin multiplicity = 3

The structure with the greatest stability is P.

P | Entry from OMol25: a 3-piece molecular cluster, C2H12N2O2 overall (ωB97M-V/def2-TZVPD).

Structure (XYZ):
```
18
Properties=species:S:1:pos:R:3:mulliken_charge:R:1
N 0.856 -0.772 1.471 -0.570
C -0.074 0.387 1.302 -0.314
C 0.834 1.556 0.988 -0.421
N -0.023 2.863 0.909 -0.636
H 0.962 -1.309 0.583 0.231
H 0.578 -1.370 2.254 0.196
H -0.828 0.619 2.150 0.375
H -0.659 0.226 0.422 0.221
H 1.619 1.686 1.708 0.326
H 1.434 1.442 0.029 0.154
H -0.516 3.008 1.786 0.231
H 0.696 3.629 0.816 0.237
O -0.972 -3.416 -1.793 -0.656
H -1.920 -3.277 -1.860 0.311
H -0.637 -2.481 -1.957 0.339
O -0.389 -0.229 -2.161 -0.662
H 0.512 0.236 -1.941 0.325
H -0.739 0.459 -2.752 0.313
```

- LUMO energy (eV) = 0.50
- SMILES string = NCCN.O.O
- HOMO energy (eV) = -9.2
- net charge = 0
- orbital gap (eV) = 9.71

Q | Entry from OMol25: a 3-piece molecular cluster, C2H12N2O2 overall (ωB97M-V/def2-TZVPD).

Structure (XYZ):
```
18
Properties=species:S:1:pos:R:3:mulliken_charge:R:1
C -1.589 -1.337 0.696 -0.769
N -1.222 0.003 0.237 -0.397
C -1.629 1.153 1.088 -0.257
N -1.144 0.941 2.469 -0.687
H -2.574 -1.686 0.364 0.287
H -1.380 -1.468 1.754 0.288
H -0.951 -2.155 0.310 0.166
H -1.699 0.105 -0.654 0.234
H -1.136 2.005 0.628 0.265
H -2.699 1.345 1.171 0.309
H -0.447 0.211 2.393 0.287
H -1.899 0.471 2.960 0.276
O 2.055 -3.941 -1.366 -0.639
H 2.000 -3.383 -0.557 0.320
H 1.489 -3.356 -1.908 0.318
O 4.603 3.904 -3.177 -0.641
H 4.509 2.988 -3.457 0.320
H 3.713 4.200 -2.951 0.321
```

- LUMO energy (eV) = 0.56
- SMILES string = CNCN.O.O
- HOMO energy (eV) = -9.3
- net charge = 0
- orbital gap (eV) = 9.86

The structure with the greatest stability is P.

P | Entry from OMol25: a 3-piece molecular cluster, C2H12N2O2 overall (ωB97M-V/def2-TZVPD).

Structure (XYZ):
```
18
Properties=species:S:1:pos:R:3:mulliken_charge:R:1
N 0.189 1.675 -1.057 -0.637
C 1.199 0.884 -0.343 -0.144
C 1.058 0.955 1.180 -0.695
N 0.474 -0.394 1.646 -0.595
H -0.513 1.052 -1.440 0.253
H 0.479 2.203 -1.830 0.214
H 2.198 1.220 -0.691 0.306
H 1.043 -0.159 -0.635 0.195
H 2.019 1.091 1.635 0.327
H 0.311 1.767 1.390 0.394
H 1.232 -1.105 1.479 0.240
H 0.582 -0.303 2.668 0.227
O -1.254 -0.733 -2.014 -0.683
H -1.736 -0.997 -2.887 0.307
H -1.802 -1.186 -1.320 0.362
O -2.064 -2.028 0.452 -0.681
H -1.779 -1.240 0.942 0.332
H -1.637 -2.702 0.824 0.275
```

- LUMO energy (eV) = 0.92
- SMILES string = NCCN.O.O
- HOMO energy (eV) = -8.7
- net charge = 0
- orbital gap (eV) = 9.63

Q | Entry from OMol25: a 3-piece molecular cluster, C2H12N2O2 overall (ωB97M-V/def2-TZVPD).

Structure (XYZ):
```
18
Properties=species:S:1:pos:R:3:mulliken_charge:R:1
C 1.700 1.541 1.139 -0.933
N 0.707 0.849 0.323 -0.317
C -0.573 1.538 0.468 -0.576
N -1.635 0.972 -0.352 -0.560
H 1.805 2.496 0.622 0.306
H 1.454 1.737 2.183 0.289
H 2.722 1.166 1.073 0.353
H 0.653 -0.159 0.389 0.298
H -0.453 2.515 0.043 0.427
H -0.920 1.611 1.497 0.331
H -1.450 1.007 -1.344 0.268
H -1.824 0.004 -0.133 0.203
O -0.347 -2.155 0.931 -0.644
H -0.971 -1.452 0.758 0.247
H -0.730 -3.009 0.728 0.310
O -0.295 -3.137 -2.714 -0.642
H 0.389 -2.890 -2.090 0.329
H -0.232 -2.634 -3.522 0.312
```

- LUMO energy (eV) = 0.62
- SMILES string = CNCN.O.O
- HOMO energy (eV) = -8.8
- net charge = 0
- orbital gap (eV) = 9.43

The structure with the greatest stability is P.